Molecular formula: C7H14NO
Method: DFT, ωB97M-V/def2-TZVPD

Results
Frontier orbital gap ... 5.42 eV
HOMO energy ... -1.6 eV
Maximum force ... 4.1 eV Å⁻¹
SMILES string ... C=C(C)N([O-])C(C)(C)C
Charge ... -1
Total energy ... -11020.45616 eV

Geometry as XYZ:
```
23
Properties=species:S:1:pos:R:3:forces:R:3
C 1.630 1.474 0.090 3.3 1.3 0.3
C 1.561 0.145 0.156 1.0 -0.9 0.1
C 2.783 -0.722 0.119 0.4 1.0 -3.7
N 0.489 -0.616 0.128 -2.8 -1.5 0.2
O 0.631 -1.949 -0.243 -0.1 0.1 0.1
C -0.938 -0.158 0.042 -0.2 1.5 -1.2
C -1.177 0.722 -1.194 2.5 -1.2 -2.3
C -1.854 -1.348 -0.014 -0.7 -0.8 2.4
C -1.377 0.770 1.145 -2.5 -0.7 3.2
H 0.897 2.153 -0.080 -2.4 1.5 -0.4
H 2.618 1.968 0.029 -0.4 -0.6 0.3
H 3.730 -0.237 -0.186 -0.5 0.3 0.7
H 2.521 -1.390 -0.734 0.4 0.3 0.3
H 2.898 -1.438 0.844 0.2 -1.3 2.3
H -0.505 0.328 -2.022 -0.8 0.2 0.7
H -2.139 0.853 -1.652 -1.0 -0.4 0.4
H -0.777 1.685 -1.028 0.3 1.2 0.2
H -1.310 -2.159 0.439 0.3 -0.4 0.3
H -2.075 -1.733 -0.974 -0.4 0.1 -1.1
H -2.774 -1.233 0.634 0.6 0.3 -1.0
H -2.496 1.068 1.051 1.8 -0.1 -0.7
H -1.546 0.148 2.091 1.0 0.8 -0.7
H -0.789 1.671 1.360 0.0 -0.5 -0.2
```
Positions in Å, forces in eV/Å.

Löwdin atomic charge list, values in e, 2 entries:
1. C -0.05
2. C -0.44